{
  "formula": "C50H44CoN8O2P2STe",
  "method": "the ωB97M-V functional and the def2-TZVPD basis",
  "elements": ["Co", "C", "C", "N", "N", "C", "N", "S", "C", "C", "C", "C", "C", "N", "H", "H", "H", "H", "H", "H", "H", "H", "H", "H", "Te", "C", "C", "C", "N", "C", "C", "C", "P", "C", "C", "C", "C", "C", "C", "C", "C", "C", "C", "C", "C", "P", "C", "C", "C", "C", "C", "C", "C", "C", "C", "C", "C", "C", "H", "H", "H", "H", "H", "H", "H", "H", "H", "H", "H", "H", "H", "H", "H", "H", "H", "H", "H", "H", "H", "H", "H", "H", "C", "N", "C", "C", "N", "C", "H", "H", "H", "H", "H", "H", "O", "C", "N", "C", "O", "C", "C", "C", "C", "C", "C", "H", "H", "H", "H"],
  "positions_angstrom": [[13.6813, 11.9384, 12.9698], [12.4860, 15.9722, 13.9636], [12.7878, 14.7256, 13.2425], [13.5165, 13.7955, 13.7939], [13.9982, 14.1136, 15.0694], [14.8545, 13.2202, 15.7142], [15.3104, 13.7682, 16.9006], [15.3494, 11.7386, 15.1475], [12.1435, 14.3391, 11.9537], [11.3675, 15.3059, 11.2313], [10.5851, 14.8016, 10.2359], [10.5842, 13.4102, 9.9236], [11.4685, 12.5949, 10.6250], [12.2329, 13.0596, 11.6334], [13.3839, 16.4550, 14.3512], [11.9237, 15.6386, 14.8257], [11.8594, 16.6845, 13.4127], [13.3289, 14.5147, 15.7158], [15.3023, 14.7572, 17.0421], [15.9751, 13.2484, 17.3865], [11.4469, 16.3382, 11.4256], [10.0256, 15.5309, 9.6662], [9.9731, 13.0657, 9.1130], [11.6307, 11.5872, 10.3132], [17.6081, 10.8741, 9.7080], [19.4588, 11.0027, 10.9011], [19.9170, 12.3257, 11.0688], [20.7997, 12.5703, 12.1004], [21.2989, 11.6202, 12.8821], [20.8643, 10.3892, 12.7616], [19.8725, 10.0341, 11.8445], [16.4082, 11.1697, 11.3109], [15.1857, 10.0909, 11.9918], [14.5985, 8.9350, 10.6890], [13.7806, 9.5360, 9.7035], [13.2755, 8.7169, 8.6497], [13.4728, 7.3474, 8.6415], [14.2443, 6.7910, 9.6318], [14.8493, 7.5547, 10.6344], [15.7526, 8.9281, 13.2410], [14.8462, 8.0725, 13.8659], [15.2659, 7.4162, 15.0009], [16.5913, 7.3578, 15.3665], [17.5260, 8.1939, 14.7273], [17.0722, 8.9756, 13.6574], [15.9202, 12.8434, 11.6457], [15.7760, 13.9932, 10.1802], [14.5688, 14.0930, 9.5182], [14.4454, 14.9344, 8.4689], [15.5492, 15.6175, 7.9874], [16.8016, 15.5123, 8.5788], [16.8684, 14.6700, 9.7089], [17.1772, 13.7223, 12.5907], [17.9962, 12.9481, 13.4118], [18.8289, 13.4523, 14.4096], [18.8442, 14.8060, 14.5524], [18.0600, 15.6501, 13.7060], [17.2506, 15.0757, 12.7175], [19.6312, 13.1575, 10.4075], [21.1435, 13.5965, 12.2259], [21.2246, 9.5861, 13.3745], [19.6069, 9.0165, 11.8533], [13.7391, 10.6347, 9.6443], [12.6225, 9.1762, 7.9025], [13.0789, 6.7576, 7.8293], [14.5212, 5.7525, 9.6400], [15.4130, 7.0708, 11.3740], [13.8712, 8.0826, 13.4773], [14.5367, 6.9099, 15.6052], [16.9493, 6.7897, 16.2028], [18.6063, 8.0112, 14.8639], [17.7127, 9.7122, 13.1577], [13.7445, 13.4699, 9.8998], [13.5169, 14.9983, 7.8998], [15.4308, 16.2492, 7.1382], [17.6463, 16.0858, 8.2496], [17.8024, 14.5710, 10.1996], [18.0484, 11.8528, 13.3346], [19.4848, 12.7735, 14.9583], [19.6334, 15.2195, 15.1072], [18.0714, 16.7008, 13.8409], [16.7659, 15.9366, 12.1733], [7.5947, 9.6598, 12.2600], [9.0010, 9.3643, 12.1997], [9.6215, 8.1834, 11.8023], [10.9543, 8.4807, 11.6394], [11.1569, 9.8448, 11.9029], [9.9781, 10.2893, 12.2531], [7.1416, 9.4543, 11.3137], [7.4522, 10.6615, 12.6678], [7.0612, 8.8995, 12.8400], [9.0490, 7.2687, 11.8097], [11.7777, 7.7753, 11.3482], [9.7486, 11.2936, 12.5848], [12.4782, 9.4212, 14.6993], [11.8568, 10.3385, 15.1443], [11.9684, 11.6321, 14.6474], [11.1639, 12.4218, 15.4151], [10.9997, 13.6444, 15.3653], [10.4437, 11.5561, 16.4266], [9.5910, 11.8856, 17.4583], [9.2770, 10.8119, 18.3098], [9.7581, 9.5271, 18.1933], [10.5832, 9.2294, 17.1403], [10.9531, 10.2631, 16.2904], [9.2619, 12.9127, 17.6087], [8.5885, 11.0414, 19.1209], [9.4354, 8.8752, 18.8950], [11.0713, 8.1797, 17.0850]],
  "atomic_forces_ev_per_a": [[0.1, -0.7, 0.2], [-0.3, 0.6, -0.1], [1.1, -1.5, 0.2], [-0.5, 2.0, 0.6], [0.4, -0.9, -0.4], [0.6, 0.6, 0.3], [-1.6, -0.3, -1.8], [-0.5, 0.5, 0.0], [-0.5, 1.5, 0.6], [1.2, -2.7, 0.7], [-0.2, -0.7, -0.8], [0.7, 1.5, 0.9], [-0.1, 1.0, -0.7], [-0.5, -0.5, -0.2], [0.1, 0.0, -0.2], [-0.5, 0.1, 0.4], [0.4, -0.3, 0.1], [-0.3, 0.2, -0.3], [0.0, 0.3, -0.1], [1.1, -0.9, 0.8], [-0.1, 0.9, 0.3], [-0.3, -0.3, -0.2], [-0.1, -0.4, -0.1], [0.0, -0.6, 0.2], [1.5, -0.9, -0.1], [-1.1, 0.4, 0.5], [0.1, -0.8, -0.4], [0.4, 0.1, -0.6], [0.8, 0.8, 1.0], [-1.4, -0.2, -1.1], [0.9, 1.7, -1.0], [-0.9, 0.8, 0.3], [-0.7, 0.6, -0.6], [-0.6, 0.5, -0.4], [0.8, -1.4, -1.1], [-0.4, 1.5, 1.0], [0.0, 0.5, -0.2], [1.2, -0.2, 0.7], [-1.7, 1.2, -1.1], [0.7, -0.2, 0.1], [1.4, 1.0, 0.0], [-0.7, -0.8, 0.1], [1.3, 1.5, -0.1], [-0.1, -1.2, -1.1], [0.6, 0.6, 0.4], [-1.2, -0.2, -0.1], [0.4, -1.4, 0.8], [-0.7, -1.2, 1.4], [-0.6, 0.3, -1.7], [0.7, 0.4, 0.0], [-1.3, -0.9, 1.2], [0.5, 1.1, -1.3], [0.3, -1.7, 0.1], [0.3, -1.3, 0.8], [-0.6, -0.5, -1.0], [-0.4, 1.5, -1.4], [0.6, -2.5, 0.7], [0.2, 3.9, 1.1], [-0.1, -0.6, 0.3], [0.1, -0.2, 0.3], [0.6, 0.0, 0.6], [-0.8, -1.0, -0.4], [-0.4, -0.6, 0.2], [0.4, -0.1, 0.1], [-0.1, -0.2, 0.0], [-0.3, -0.4, -0.2], [0.8, -0.5, 0.9], [-1.3, -0.3, 0.1], [-0.2, -0.4, 0.1], [-0.2, -0.4, 0.3], [-0.6, 0.6, 0.3], [0.0, -0.5, 0.2], [0.4, 0.5, -0.5], [0.1, 0.1, 0.3], [-0.1, 0.4, -0.6], [0.3, 0.0, -0.2], [0.7, -0.1, 0.4], [-0.5, 0.5, -0.4], [-0.2, 0.3, -0.1], [0.6, 0.8, 1.2], [0.2, 0.8, 0.0], [-0.2, -1.8, -0.1], [-0.3, -1.2, 0.7], [0.9, -0.5, -0.2], [0.0, 0.4, 0.4], [0.2, 0.0, -0.1], [0.0, -1.2, 0.0], [0.1, 0.5, -0.1], [-0.2, 0.8, -1.0], [-0.2, -0.2, -0.3], [0.3, 0.3, 0.7], [0.2, 0.0, -0.3], [-0.9, 1.0, 0.4], [0.1, 0.1, -0.1], [0.8, -1.6, -0.6], [0.7, 0.8, -0.6], [-0.2, 0.4, 0.1], [-0.2, -0.1, -0.2], [0.3, -0.1, -0.1], [0.5, -0.3, 0.3], [0.4, -0.7, -0.1], [-1.1, 1.7, 0.5], [0.2, 2.4, -1.8], [2.1, -2.1, -0.6], [-1.3, 0.5, 0.6], [-0.1, -0.3, 0.0], [0.1, -0.2, 0.1], [-0.7, -2.3, 1.9], [-0.9, 1.9, -0.3]],
  "mulliken_charge": [1.960, -1.779, 0.297, 1.973, -0.921, 0.243, -0.437, -0.236, 0.647, -1.378, -0.761, -1.448, -0.683, 1.306, 0.297, 0.330, 0.478, 0.285, 0.220, 0.272, 0.530, 0.441, 0.543, 0.556, -0.017, 0.112, 0.056, -0.492, -0.692, -0.421, -0.419, -1.030, 0.961, 0.280, -0.284, -0.541, -0.800, -0.567, -0.513, 0.144, -0.931, -0.702, -0.771, -0.611, 0.879, 2.648, -0.057, 0.313, -0.978, -0.595, -1.097, -0.365, 0.764, -0.177, -0.981, -1.186, -0.967, -0.373, 0.475, 0.403, 0.414, 0.553, 0.130, 0.388, 0.411, 0.433, 0.540, 0.600, 0.412, 0.376, 0.358, -0.640, 0.079, 0.431, 0.415, 0.473, 0.224, -0.027, 0.480, 0.449, 0.494, 0.231, -0.983, 0.180, -0.991, -0.130, 0.277, -0.406, 0.382, 0.304, 0.334, 0.406, 0.166, 0.415, -0.374, -0.936, 0.928, -0.478, -0.789, 0.095, -0.643, -0.423, -0.830, -0.210, 0.530, 0.478, 0.362, 0.602, 0.307],
  "gap_ha": [0.2175, 0.2207],
  "s2": 3.762,
  "homo_energy_ev": [-6.640, -6.780],
  "de_lowest_kj_mol": 0.0,
  "spin_multiplicity": 4
}

{
  "formula": "C50H46CdCl3N9O8S",
  "method": "the ωB97M-V functional and the def2-TZVPD basis",
  "elements": ["Cd", "C", "C", "C", "C", "C", "C", "N", "C", "C", "C", "C", "C", "C", "N", "N", "C", "C", "C", "C", "C", "N", "H", "H", "H", "H", "H", "H", "H", "H", "H", "H", "H", "H", "H", "O", "C", "O", "C", "C", "N", "N", "C", "C", "O", "O", "H", "H", "H", "Cl", "C", "Cl", "C", "O", "O", "H", "C", "C", "C", "C", "C", "O", "C", "C", "C", "C", "C", "C", "Cl", "C", "C", "C", "N", "C", "N", "C", "N", "H", "H", "H", "H", "H", "H", "H", "H", "H", "H", "H", "H", "H", "H", "H", "H", "H", "H", "H", "H", "H", "H", "C", "C", "O", "S", "C", "C", "C", "C", "C", "C", "C", "C", "H", "H", "H", "H", "H", "H", "H"],
  "positions_angstrom": [[-1.2170, -0.6104, -1.4739], [3.2322, -3.0669, 1.1818], [3.3523, -2.0837, 0.2098], [2.3989, -1.9465, -0.7754], [1.2926, -2.8017, -0.8151], [1.2034, -3.8174, 0.1469], [2.1476, -3.9283, 1.1446], [0.2379, -2.5707, -1.6550], [-0.0434, -3.2701, -2.7130], [0.8650, -4.2307, -3.2776], [0.5354, -4.9679, -4.3683], [-0.7267, -4.8150, -4.9833], [-1.6262, -3.9186, -4.4860], [-1.3370, -3.1293, -3.3473], [-2.2163, -2.3279, -2.7405], [-3.4700, -2.4428, -3.0260], [-4.3462, -1.6269, -2.3798], [-5.6782, -2.0763, -2.2577], [-6.6055, -1.2627, -1.6522], [-6.2149, -0.0036, -1.2035], [-4.8860, 0.3536, -1.3701], [-3.9808, -0.4202, -1.9315], [3.9650, -3.1472, 1.9689], [4.1933, -1.4021, 0.2337], [2.4607, -1.1566, -1.5030], [0.3358, -4.4612, 0.1270], [2.0258, -4.6816, 1.9132], [1.8424, -4.3307, -2.8219], [1.2449, -5.6772, -4.7832], [-0.9611, -5.4157, -5.8508], [-2.5907, -3.7822, -4.9516], [-5.9317, -3.0666, -2.6043], [-7.6288, -1.5959, -1.5214], [-6.9201, 0.6696, -0.7343], [-4.5332, 1.3257, -1.0416], [-4.3936, -0.2472, 4.1844], [-4.1347, 0.9698, 3.8077], [-4.4387, 1.9468, 4.4756], [-3.4156, 1.1461, 2.5205], [-3.0083, 2.3652, 2.0089], [-2.3447, 2.1136, 0.8662], [-2.3044, 0.8163, 0.5964], [-2.9422, 0.1959, 1.5683], [-3.0510, -1.3107, 1.5102], [-3.5811, -1.8793, 2.5118], [-2.6078, -1.8845, 0.5201], [-4.0378, -1.0028, 3.4590], [-3.1645, 3.3542, 2.3860], [-1.9099, 2.7617, 0.2256], [2.4987, 1.3036, -5.6459], [2.8961, 0.6221, -4.0700], [3.7847, -0.8929, -4.3014], [1.5741, 0.3832, -3.1691], [1.6132, 1.0469, -2.1345], [0.7649, -0.4137, -3.6128], [3.5720, 1.3224, -3.5738], [-0.1500, 1.2348, 4.2602], [1.1855, 1.9517, 4.4817], [1.1257, 2.6161, 5.8737], [1.3169, 3.0753, 3.4470], [2.4415, 1.0113, 4.4036], [3.5941, 1.7680, 4.7759], [2.2815, -0.2257, 5.3219], [3.6220, -0.8219, 5.7940], [4.0777, -2.0590, 5.0704], [3.3515, -3.2413, 5.1634], [3.8264, -4.4143, 4.6081], [5.0464, -4.4133, 3.9532], [5.6663, -5.8921, 3.2981], [5.7679, -3.2417, 3.8030], [5.2739, -2.0757, 4.3621], [2.8087, 0.5276, 2.9753], [1.7341, -0.0293, 2.2149], [1.2213, 0.3523, 1.0291], [0.2380, -0.4445, 0.6953], [0.1812, -1.3337, 1.7037], [1.0707, -1.1161, 2.6418], [-0.9656, 1.9222, 4.4770], [-0.2641, 0.3733, 4.9098], [-0.2753, 0.9072, 3.2352], [0.1914, 3.1656, 5.9594], [1.9391, 3.3280, 6.0196], [1.1405, 1.8845, 6.6801], [0.5629, 3.8341, 3.6422], [1.1617, 2.6993, 2.4409], [2.2995, 3.5389, 3.5080], [3.4729, 2.0634, 5.6849], [1.7092, -0.9716, 4.7743], [1.7068, 0.0589, 6.2025], [3.5236, -1.0806, 6.8526], [4.3990, -0.0598, 5.7130], [2.3980, -3.2485, 5.6725], [3.2612, -5.3304, 4.6924], [6.6951, -3.2432, 3.2487], [5.8341, -1.1612, 4.2355], [3.5763, -0.2424, 3.0975], [3.2424, 1.3599, 2.4201], [1.5890, 1.1558, 0.4230], [-0.5325, -2.1264, 1.7466], [-0.5294, 7.2884, -7.5853], [-1.9207, 6.8641, -7.2420], [-2.6110, 7.3229, -6.3817], [-2.4689, 5.4513, -8.2491], [-2.3965, 4.3115, -6.8629], [-3.2883, 4.4228, -5.8102], [-3.1349, 3.6065, -4.7087], [-2.0986, 2.6652, -4.6521], [-1.2400, 2.5439, -5.7552], [-1.3754, 3.3713, -6.8467], [-1.8756, 1.8493, -3.5232], [-1.6104, 1.1507, -2.5638], [-0.2789, 8.2312, -7.1024], [-0.4176, 7.3569, -8.6645], [0.1435, 6.5080, -7.2286], [-4.0703, 5.1674, -5.8424], [-3.8166, 3.6964, -3.8744], [-0.4547, 1.8043, -5.7232], [-0.6928, 3.2996, -7.6813]],
  "atomic_forces_ev_per_a": [[0.5, -0.4, 0.7], [0.1, 0.0, 0.1], [0.2, -0.1, 0.2], [-0.2, -0.2, -0.2], [0.8, -0.3, 0.5], [-0.1, 0.1, -0.3], [0.2, -0.2, 0.0], [-1.1, 0.8, -0.1], [0.0, 0.1, 0.2], [0.3, -0.3, -0.1], [0.1, 0.1, 0.4], [-0.4, 0.0, -0.3], [-0.1, -0.1, 0.0], [0.6, -0.7, -0.6], [-2.0, 0.4, 0.2], [1.9, -1.3, -0.7], [-1.0, 1.2, 0.7], [0.4, -0.1, 0.0], [0.0, 0.2, 0.1], [-0.1, -0.1, 0.0], [-0.3, 0.3, 0.2], [0.2, -0.8, -0.1], [0.0, 0.0, 0.1], [0.1, 0.1, 0.0], [0.0, 0.1, -0.1], [-0.1, -0.1, 0.0], [0.0, -0.1, 0.0], [0.0, 0.0, 0.0], [0.0, 0.1, 0.0], [-0.1, 0.0, -0.1], [-0.1, 0.0, 0.0], [0.0, -0.1, -0.1], [0.0, 0.0, 0.0], [0.1, 0.0, 0.0], [0.1, 0.0, 0.0], [0.1, -0.6, -0.3], [0.0, 0.2, 0.2], [0.0, 0.1, 0.0], [0.2, 0.1, -0.4], [-0.2, -0.3, 0.3], [-0.2, 0.0, 0.2], [0.0, -0.5, -0.5], [-0.1, 0.4, 0.1], [-0.1, 0.1, 0.2], [-0.2, 0.2, 0.5], [0.4, -0.1, -0.7], [-0.1, 0.3, 0.1], [0.0, 0.2, 0.1], [-0.1, -0.2, 0.0], [-0.2, 0.3, -0.5], [-0.3, 0.1, 0.8], [0.2, -0.3, 0.1], [1.1, 0.2, -1.0], [0.1, 0.5, 1.2], [-0.5, -0.6, -0.3], [-0.2, -0.2, -0.1], [0.1, 0.1, 0.0], [0.0, 0.1, 0.0], [0.1, -0.2, -0.2], [0.1, -0.2, 0.2], [-0.5, -0.2, -0.1], [0.2, 0.2, -0.1], [0.2, 0.2, 0.1], [-0.1, 0.1, -0.1], [0.1, 0.0, 0.1], [0.0, 0.0, -0.1], [0.0, -0.1, 0.0], [0.0, 0.2, 0.1], [0.1, -0.2, -0.1], [0.0, -0.2, 0.0], [-0.1, 0.0, 0.0], [0.4, 0.3, 0.5], [-0.5, 0.1, -0.6], [0.1, 0.1, 0.1], [-0.2, 0.2, -0.6], [0.2, 0.2, 0.3], [0.0, -0.5, 0.4], [-0.1, 0.1, 0.0], [-0.1, -0.2, 0.1], [-0.1, -0.1, -0.1], [-0.1, 0.1, 0.0], [0.1, 0.1, 0.0], [0.0, 0.0, 0.1], [-0.1, 0.1, 0.0], [0.0, 0.0, -0.2], [0.1, 0.1, 0.0], [0.0, 0.0, -0.1], [-0.1, 0.0, 0.1], [-0.1, 0.0, 0.0], [0.1, 0.0, 0.0], [0.0, -0.1, 0.1], [-0.1, 0.0, 0.1], [0.0, -0.1, 0.0], [0.0, 0.0, 0.0], [0.1, 0.2, 0.1], [0.1, 0.1, -0.1], [-0.1, -0.1, 0.0], [0.2, 0.2, -0.2], [-0.2, -0.3, 0.0], [0.1, 0.4, 0.2], [-0.1, -0.1, -0.3], [0.2, 0.3, 0.1], [-0.2, -0.3, 0.1], [-0.1, 0.3, -0.6], [-0.1, 0.0, 0.0], [0.0, -0.1, 0.1], [0.1, 0.1, -0.3], [0.0, -0.1, 0.1], [-0.1, 0.0, 0.0], [-0.1, 0.1, 0.5], [0.1, 0.5, -0.3], [0.0, 0.0, 0.0], [0.0, 0.0, -0.1], [0.0, -0.1, 0.0], [0.0, 0.0, 0.0], [0.0, 0.0, 0.1], [0.1, -0.1, 0.1], [0.1, 0.0, -0.1]],
  "mulliken_charge": [4.366, 0.251, -0.849, 0.222, -1.410, -0.182, -0.620, 0.286, 0.407, -0.760, -0.556, -0.696, -0.653, -0.244, 1.319, -1.282, -0.057, -0.663, -0.288, -1.008, -0.287, 0.234, 0.318, 0.384, 0.112, 0.543, 0.381, 0.422, 0.367, 0.348, 0.471, 0.437, 0.352, 0.413, 0.513, -0.649, 0.613, -0.730, 0.145, -1.084, -0.374, 0.415, 0.393, 0.181, -0.915, -0.552, 0.365, 0.582, 0.176, -0.241, -0.099, -0.228, 0.342, -0.677, -0.631, 0.356, -1.715, 2.397, -2.079, -2.016, 2.278, -0.775, -0.549, -1.924, 0.631, -0.241, -0.793, 0.604, -0.257, -0.989, -0.019, -3.148, 2.271, -1.608, 1.268, -2.303, -0.323, 0.699, 0.195, 0.084, 0.507, 0.557, 0.320, 0.508, 0.196, 0.359, 0.585, 0.328, 0.891, 0.296, 0.541, 0.341, 0.390, 0.374, 0.361, -0.200, 0.303, 0.716, 0.508, -1.043, 0.769, -0.533, -0.254, -0.116, -0.247, -0.659, 0.203, -0.319, -0.494, 0.121, -1.681, 0.317, 0.342, 0.263, 0.451, 0.463, 0.412, 0.456],
  "gap_ha": 0.2044,
  "homo_energy_ev": -2.164,
  "de_lowest_kj_mol": 162.9,
  "charge": -2
}